a | {
  "formula": "C40H50Cl2N6O10S2SiV",
  "method": "wB97M-V/def2-TZVPD",
  "homo_lumo_gap_ev": [6.89, 7.44],
  "homo_ha": [-0.3071, -0.3086],
  "multiplicity": 2,
  "s2": 0.765,
  "lumo_energy_ev": [-1.5, -1.0],
  "elements": ["V", "C", "C", "C", "C", "O", "Si", "S", "O", "C", "C", "C", "C", "O", "C", "C", "C", "C", "H", "H", "H", "H", "H", "H", "H", "H", "H", "H", "H", "H", "H", "H", "H", "H", "H", "H", "H", "H", "H", "H", "H", "H", "H", "H", "H", "C", "C", "C", "C", "C", "C", "C", "S", "O", "O", "N", "C", "C", "C", "C", "C", "N", "H", "H", "H", "H", "H", "H", "H", "H", "H", "H", "H", "Cl", "C", "C", "C", "Cl", "C", "C", "C", "C", "N", "C", "C", "O", "H", "H", "H", "H", "N", "N", "H", "H", "H", "H", "O", "C", "O", "C", "C", "C", "C", "C", "C", "N", "O", "O", "H", "H", "H", "H"],
  "positions_angstrom": [[-1.020, -0.381, 1.494], [1.958, 1.751, -2.372], [2.191, 2.248, -0.950], [3.666, 2.549, -0.716], [1.354, 3.501, -0.710], [1.723, 1.257, 0.000], [2.474, -0.107, 0.513], [1.096, -1.266, 1.630], [3.780, 0.236, 1.428], [4.132, 0.444, 2.803], [5.513, 1.086, 2.776], [3.129, 1.381, 3.463], [4.183, -0.893, 3.534], [3.028, -0.883, -0.816], [4.100, -1.832, -0.986], [5.443, -1.116, -0.900], [3.930, -2.415, -2.382], [3.984, -2.933, 0.060], [2.399, 2.452, -3.084], [0.889, 1.690, -2.585], [2.411, 0.770, -2.514], [3.978, 3.378, -1.354], [4.291, 1.683, -0.946], [3.838, 2.827, 0.326], [1.468, 4.201, -1.540], [1.659, 4.012, 0.207], [0.299, 3.228, -0.637], [5.480, 2.030, 2.230], [6.227, 0.424, 2.281], [5.866, 1.280, 3.791], [3.073, 2.321, 2.909], [3.431, 1.601, 4.489], [2.141, 0.922, 3.484], [4.991, -1.515, 3.144], [3.240, -1.428, 3.424], [4.362, -0.733, 4.600], [5.534, -0.387, -1.708], [6.257, -1.838, -0.998], [5.546, -0.599, 0.052], [3.913, -1.616, -3.125], [3.003, -2.982, -2.449], [4.759, -3.086, -2.612], [4.179, -2.545, 1.061], [4.702, -3.730, -0.143], [2.977, -3.358, 0.043], [-5.665, -2.371, -4.577], [-5.160, -2.262, -3.166], [-5.344, -3.293, -2.252], [-4.850, -3.201, -0.957], [-4.178, -2.053, -0.574], [-3.991, -1.003, -1.468], [-4.480, -1.113, -2.754], [-3.410, -1.955, 1.005], [-3.817, -3.092, 1.777], [-3.589, -0.623, 1.554], [-1.818, -1.934, 0.644], [-1.244, -2.981, -0.109], [-1.538, -4.325, 0.129], [-0.939, -5.273, -0.681], [-0.073, -4.867, -1.686], [0.161, -3.511, -1.825], [-0.404, -2.582, -1.058], [-6.157, -3.328, -4.749], [-4.842, -2.276, -5.288], [-6.380, -1.576, -4.796], [-5.872, -4.189, -2.558], [-4.983, -4.007, -0.247], [-3.448, -0.120, -1.161], [-4.317, -0.303, -3.457], [-2.198, -4.609, 0.935], [-1.145, -6.324, -0.522], [0.408, -5.578, -2.344], [0.825, -3.138, -2.596], [-2.654, -1.987, 5.729], [-1.914, -0.463, 5.448], [-1.846, 0.484, 6.495], [-1.273, 1.707, 6.302], [-1.207, 2.840, 7.613], [-0.734, 2.072, 5.042], [-0.150, 3.310, 4.701], [0.291, 3.512, 3.422], [0.152, 2.488, 2.467], [-0.373, 1.327, 2.764], [-0.809, 1.112, 4.026], [-1.386, -0.161, 4.222], [-1.386, -0.970, 3.166], [-2.261, 0.224, 7.458], [-0.065, 4.085, 5.451], [0.738, 4.450, 3.127], [0.481, 2.614, 1.447], [-0.761, -0.566, -4.501], [-0.959, -0.281, -3.116], [0.004, -1.214, -4.645], [-0.530, 0.302, -4.964], [-0.109, -0.388, -2.578], [-1.594, -0.974, -2.750], [-2.776, 2.147, 1.613], [-2.390, 1.857, 0.507], [-1.455, 0.934, 0.271], [-2.919, 2.515, -0.725], [-4.098, 3.247, -0.625], [-4.631, 3.870, -1.742], [-3.975, 3.788, -2.962], [-2.792, 3.074, -3.025], [-2.248, 2.419, -1.936], [-2.070, 3.014, -4.312], [-0.894, 2.703, -4.283], [-2.670, 3.363, -5.311], [-4.589, 3.308, 0.337], [-5.556, 4.426, -1.665], [-4.361, 4.265, -3.851], [-1.362, 1.811, -2.053]],
  "lowdin_charge": [0.85, -0.01, -0.60, -0.02, -0.02, -0.16, -0.06, 0.58, -0.16, -0.64, -0.02, -0.03, -0.03, -0.14, -0.63, -0.02, -0.03, -0.03, 0.10, 0.06, 0.08, 0.10, 0.08, 0.08, 0.10, 0.08, 0.07, 0.08, 0.08, 0.09, 0.09, 0.10, 0.06, 0.09, 0.05, 0.09, 0.09, 0.09, 0.07, 0.09, 0.06, 0.09, 0.07, 0.09, 0.08, -0.04, -0.26, -0.03, -0.04, -0.27, -0.04, -0.02, 0.64, -0.27, -0.29, -0.23, -0.39, 0.00, -0.06, -0.06, -0.14, 0.12, 0.07, 0.09, 0.09, 0.11, 0.12, 0.10, 0.12, 0.11, 0.11, 0.10, 0.09, 0.75, -0.57, -0.10, -0.59, 0.71, -0.15, 0.01, -0.01, -0.10, 0.05, -0.14, -0.31, -0.22, 0.11, 0.10, 0.11, 0.09, -0.05, -0.05, 0.05, 0.04, 0.05, 0.03, 0.11, -0.53, -0.16, -0.12, 0.01, -0.04, 0.01, -0.12, 0.05, -0.33, 0.06, 0.08, 0.13, 0.11, 0.12, 0.09]
}

b | {
  "formula": "C40H50Cl2N6O10S2SiV",
  "method": "wB97M-V/def2-TZVPD",
  "homo_lumo_gap_ev": [7.21, 7.73],
  "homo_ha": [-0.3115, -0.3127],
  "multiplicity": 2,
  "s2": 0.761,
  "lumo_energy_ev": [-1.3, -0.8],
  "elements": ["V", "C", "C", "C", "C", "O", "Si", "S", "O", "C", "C", "C", "C", "O", "C", "C", "C", "C", "H", "H", "H", "H", "H", "H", "H", "H", "H", "H", "H", "H", "H", "H", "H", "H", "H", "H", "H", "H", "H", "H", "H", "H", "H", "H", "H", "C", "C", "C", "C", "C", "C", "C", "S", "O", "O", "N", "C", "C", "C", "C", "C", "N", "H", "H", "H", "H", "H", "H", "H", "H", "H", "H", "H", "Cl", "C", "C", "C", "Cl", "C", "C", "C", "C", "N", "C", "C", "O", "H", "H", "H", "H", "N", "N", "H", "H", "H", "H", "O", "C", "O", "C", "C", "C", "C", "C", "C", "N", "O", "O", "H", "H", "H", "H"],
  "positions_angstrom": [[1.261, -0.492, -0.427], [-1.283, 3.963, -1.418], [-1.461, 2.487, -1.790], [-0.621, 2.156, -3.031], [-2.937, 2.181, -2.042], [-0.975, 1.647, -0.746], [-1.461, 1.413, 0.781], [-0.154, -0.268, 1.189], [-1.093, 2.750, 1.619], [-1.730, 3.507, 2.646], [-3.123, 3.942, 2.187], [-0.861, 4.744, 2.900], [-1.818, 2.678, 3.925], [-2.998, 1.048, 1.095], [-3.891, -0.030, 1.409], [-3.586, -1.259, 0.572], [-3.734, -0.382, 2.888], [-5.290, 0.502, 1.091], [-1.714, 4.599, -2.189], [-0.229, 4.200, -1.305], [-1.784, 4.167, -0.477], [-0.749, 2.921, -3.792], [-0.910, 1.193, -3.445], [0.429, 2.112, -2.744], [-3.283, 2.699, -2.934], [-3.528, 2.494, -1.184], [-3.058, 1.108, -2.168], [-3.058, 4.713, 1.421], [-3.683, 4.340, 3.031], [-3.649, 3.092, 1.767], [-0.686, 5.281, 1.971], [0.095, 4.450, 3.322], [-1.360, 5.406, 3.601], [-2.509, 1.855, 3.787], [-2.152, 3.301, 4.751], [-0.840, 2.264, 4.155], [-2.627, -1.664, 0.876], [-3.530, -0.987, -0.475], [-4.358, -2.010, 0.713], [-2.682, -0.566, 3.092], [-4.293, -1.286, 3.109], [-4.096, 0.421, 3.524], [-5.346, 0.742, 0.033], [-5.497, 1.407, 1.656], [-6.041, -0.245, 1.324], [0.975, -6.091, 5.196], [1.390, -5.398, 3.934], [2.420, -5.912, 3.150], [2.786, -5.284, 1.972], [2.127, -4.132, 1.583], [1.101, -3.605, 2.343], [0.740, -4.243, 3.518], [2.560, -3.330, 0.039], [1.554, -3.641, -0.934], [3.916, -3.665, -0.299], [2.413, -1.710, 0.358], [3.302, -1.080, 1.165], [4.348, -1.693, 1.873], [5.176, -0.892, 2.631], [4.940, 0.477, 2.702], [3.875, 0.992, 1.986], [3.084, 0.242, 1.233], [1.840, -6.367, 5.795], [0.433, -7.005, 4.953], [0.321, -5.457, 5.789], [2.934, -6.808, 3.464], [3.580, -5.669, 1.350], [0.588, -2.713, 2.013], [-0.060, -3.836, 4.116], [4.509, -2.755, 1.796], [6.004, -1.331, 3.167], [5.572, 1.118, 3.297], [3.638, 2.049, 2.009], [3.726, -0.097, -3.724], [3.591, 1.439, -2.963], [4.279, 2.563, -3.429], [4.147, 3.771, -2.789], [5.027, 5.127, -3.394], [3.343, 3.912, -1.633], [3.155, 5.102, -0.900], [2.390, 5.076, 0.238], [1.795, 3.866, 0.635], [1.914, 2.758, -0.044], [2.671, 2.759, -1.148], [2.781, 1.508, -1.832], [2.139, 0.494, -1.371], [4.912, 2.472, -4.297], [3.619, 6.016, -1.241], [2.242, 5.971, 0.823], [1.187, 3.799, 1.524], [-2.139, -4.640, -0.160], [-1.172, -3.644, 0.189], [-2.298, -4.697, -1.169], [-3.018, -4.384, 0.285], [-1.316, -2.774, -0.331], [-0.258, -3.998, -0.090], [-1.661, -0.926, -1.578], [-0.694, -1.274, -2.249], [0.489, -1.392, -1.799], [-0.892, -1.598, -3.705], [-2.101, -1.234, -4.298], [-2.329, -1.469, -5.642], [-1.351, -2.081, -6.405], [-0.154, -2.459, -5.803], [0.094, -2.220, -4.458], [0.843, -3.120, -6.613], [1.951, -3.266, -6.149], [0.504, -3.485, -7.719], [-2.850, -0.761, -3.680], [-3.265, -1.176, -6.093], [-1.500, -2.268, -7.458], [1.022, -2.526, -3.996]],
  "lowdin_charge": [0.77, 0.00, -0.60, 0.02, -0.01, -0.17, -0.01, 0.59, -0.13, -0.62, -0.02, -0.03, -0.01, -0.14, -0.61, -0.04, -0.02, -0.02, 0.09, 0.08, 0.07, 0.09, 0.07, 0.08, 0.09, 0.08, 0.07, 0.08, 0.09, 0.06, 0.08, 0.08, 0.09, 0.06, 0.09, 0.09, 0.04, 0.07, 0.09, 0.08, 0.09, 0.08, 0.08, 0.08, 0.09, -0.05, -0.26, -0.03, -0.05, -0.28, -0.06, -0.01, 0.66, -0.29, -0.27, -0.23, -0.39, 0.01, -0.05, -0.06, -0.12, 0.09, 0.08, 0.09, 0.08, 0.12, 0.12, 0.05, 0.12, 0.10, 0.11, 0.10, 0.10, 0.77, -0.56, -0.11, -0.60, 0.72, -0.16, -0.02, -0.03, -0.12, 0.15, -0.15, -0.33, -0.20, 0.11, 0.09, 0.11, 0.09, -0.07, -0.06, 0.06, 0.05, 0.02, 0.03, 0.01, -0.55, -0.12, -0.10, 0.00, -0.04, 0.01, -0.13, 0.09, -0.36, 0.09, 0.08, 0.11, 0.11, 0.12, 0.13]
}

Which is the most stable structure? a is the most stable.

a | {
  "formula": "C6H6O3",
  "method": "wB97M-V/def2-TZVPD",
  "homo_lumo_gap_ev": 9.03,
  "homo_ha": -0.3022,
  "lumo_energy_ev": 0.8,
  "elements": ["C", "C", "C", "C", "C", "C", "H", "H", "H", "H", "H", "H", "O", "O", "O"],
  "positions_angstrom": [[0.865, 2.900, -0.238], [0.965, 1.355, 0.097], [-0.530, -0.467, 0.038], [-0.538, -1.339, 1.079], [-0.528, -2.606, 0.451], [-0.862, -2.424, -0.920], [1.819, 3.394, -0.053], [0.070, 3.363, 0.476], [0.627, 2.951, -1.293], [-0.804, -0.906, 2.069], [-0.452, -3.643, 0.821], [-1.015, -2.970, -1.747], [1.846, 0.607, 0.348], [-0.416, 0.879, -0.006], [-1.048, -1.094, -1.123]],
  "lowdin_charge": [0.03, -0.39, -0.33, -0.02, -0.06, -0.08, 0.07, 0.12, 0.08, 0.14, 0.10, 0.08, 0.16, 0.05, 0.05]
}

b | {
  "formula": "C6H6O3",
  "method": "wB97M-V/def2-TZVPD",
  "homo_lumo_gap_ev": 9.35,
  "homo_ha": -0.3150,
  "lumo_energy_ev": 0.8,
  "elements": ["C", "C", "C", "C", "C", "C", "O", "O", "O", "H", "H", "H", "H", "H", "H"],
  "positions_angstrom": [[-0.416, -1.185, -0.093], [-0.748, 0.054, -0.473], [-0.079, 2.503, -0.371], [1.373, 0.666, 0.706], [0.797, -1.653, 0.675], [0.071, 1.195, -0.134], [0.727, 3.482, 0.013], [2.156, 1.517, 1.071], [1.744, -0.673, 1.100], [-1.070, -2.006, -0.351], [-1.655, 0.214, -1.039], [-0.943, 2.847, -0.930], [1.479, 3.092, 0.517], [0.470, -2.175, 1.588], [1.343, -2.378, 0.051]],
  "lowdin_charge": [-0.07, -0.08, -0.14, -0.26, -0.18, -0.11, 0.06, 0.08, 0.00, 0.10, 0.11, 0.14, 0.09, 0.13, 0.13]
}

Which is the most stable structure? b is the most stable.

a | {
  "formula": "C7H8N4S",
  "method": "wB97M-V/def2-TZVPD",
  "homo_lumo_gap_ev": 9.39,
  "homo_ha": -0.3345,
  "lumo_energy_ev": 0.3,
  "elements": ["C", "C", "C", "C", "C", "C", "C", "N", "N", "N", "N", "S", "H", "H", "H", "H", "H", "H", "H", "H"],
  "positions_angstrom": [[-2.706, -1.588, -0.081], [-2.280, -0.232, 0.139], [-1.754, -2.561, 0.184], [-0.957, -0.295, 0.519], [0.988, 1.465, 0.408], [2.057, 0.078, -1.266], [2.147, 0.556, 0.112], [-0.293, 0.964, 0.616], [0.934, 2.740, 0.677], [-1.047, 2.000, 1.107], [-0.279, 2.982, 1.129], [-0.234, -1.821, 0.481], [-3.702, -1.897, -0.222], [-2.734, 0.728, 0.241], [-1.657, -3.686, -0.062], [2.182, 0.887, -2.003], [1.246, -0.501, -1.462], [2.929, -0.697, -1.483], [3.048, 1.154, 0.195], [2.112, -0.276, 0.770]],
  "lowdin_charge": [-0.17, -0.07, -0.40, -0.53, -0.27, -0.13, -0.20, -0.04, 0.07, 0.05, -0.06, 1.05, 0.08, 0.10, 0.10, 0.10, 0.00, 0.13, 0.12, 0.08]
}

b | {
  "formula": "C7H8N4S",
  "method": "wB97M-V/def2-TZVPD",
  "homo_lumo_gap_ev": 8.96,
  "homo_ha": -0.3114,
  "lumo_energy_ev": 0.5,
  "elements": ["C", "C", "C", "C", "C", "C", "C", "N", "N", "N", "N", "S", "H", "H", "H", "H", "H", "H", "H", "H"],
  "positions_angstrom": [[-0.793, 3.250, -0.945], [0.310, 2.322, -0.621], [-1.751, 2.571, -1.569], [0.095, 1.084, -1.165], [1.880, -1.949, 1.163], [-0.366, -1.370, 1.895], [0.561, -2.419, 1.238], [0.962, 0.082, -1.195], [2.946, -1.551, 1.196], [0.909, -1.044, -1.565], [0.818, -2.112, -1.924], [-1.403, 0.942, -2.017], [-1.035, 4.250, -0.749], [0.962, 2.529, 0.162], [-2.740, 2.873, -1.939], [-0.087, -1.072, 2.837], [-1.481, -1.719, 1.964], [-0.479, -0.563, 1.181], [0.263, -2.722, 0.227], [0.428, -3.381, 1.829]],
  "lowdin_charge": [-0.15, -0.07, -0.46, -0.62, -0.31, -0.08, -0.26, 0.06, 0.16, -0.19, 0.23, 1.02, 0.09, 0.09, 0.07, 0.04, 0.12, 0.05, 0.08, 0.14]
}

Which is the most stable structure? a is the most stable.

a | {
  "formula": "C2H3BrOS",
  "method": "wB97M-V/def2-TZVPD",
  "homo_lumo_gap_ev": 8.72,
  "homo_ha": -0.3382,
  "lumo_energy_ev": -0.5,
  "elements": ["C", "C", "O", "S", "Br", "H", "H", "H"],
  "positions_angstrom": [[0.159, -0.276, 1.285], [-0.082, -1.564, 1.368], [0.353, 0.861, 1.480], [-0.241, 2.350, -1.945], [-0.538, 0.188, -2.120], [0.657, 2.544, -3.086], [0.242, -2.230, 0.648], [-0.552, -1.873, 2.371]],
  "lowdin_charge": [-0.33, -0.01, 0.13, 0.09, 0.13, -0.13, 0.02, 0.11]
}

b | {
  "formula": "C2H3BrOS",
  "method": "wB97M-V/def2-TZVPD",
  "homo_lumo_gap_ev": 8.47,
  "homo_ha": -0.3370,
  "lumo_energy_ev": -0.7,
  "elements": ["C", "C", "O", "S", "Br", "H", "H", "H"],
  "positions_angstrom": [[1.963, 0.661, -0.094], [0.492, 0.190, -0.243], [0.417, -0.973, -0.858], [2.407, 2.226, -0.148], [3.189, -0.728, 0.211], [0.123, 1.066, -0.815], [-0.015, 0.176, 0.710], [0.654, -0.695, -1.792]],
  "lowdin_charge": [-1.23, -0.46, -0.08, 0.66, 0.73, 0.10, 0.13, 0.14]
}

Which is the most stable structure? b is the most stable.

a | {
  "formula": "C4H14NO2S",
  "method": "wB97M-V/def2-TZVPD",
  "charge": -1,
  "homo_lumo_gap_ev": 6.99,
  "homo_ha": -0.1205,
  "lumo_energy_ev": 3.7,
  "elements": ["C", "C", "S", "C", "N", "C", "H", "H", "H", "H", "H", "H", "H", "H", "H", "H", "H", "H", "O", "H", "H", "O"],
  "positions_angstrom": [[0.701, -1.244, -0.857], [0.720, 0.311, -1.022], [-0.863, 1.093, -1.490], [1.056, -1.774, 0.544], [0.131, -2.818, 1.051], [-0.852, -2.387, 2.030], [-0.330, -1.581, -0.998], [1.308, -1.624, -1.683], [1.453, 0.528, -1.803], [1.085, 0.816, -0.133], [2.037, -2.250, 0.603], [1.101, -0.974, 1.279], [-0.327, -3.252, 0.274], [-0.620, -2.781, 3.018], [-1.850, -2.761, 1.842], [-1.027, -1.308, 2.066], [0.765, 3.081, -1.290], [1.109, 3.639, 0.047], [1.497, 3.519, -0.824], [-0.854, 0.982, 1.839], [-1.384, 1.657, 0.550], [-1.379, 1.729, 1.537]],
  "lowdin_charge": [-0.26, -0.71, 0.28, -0.24, -0.14, -0.15, 0.07, 0.09, 0.03, 0.02, 0.09, 0.10, 0.07, 0.06, 0.07, 0.06, -0.05, 0.02, -0.11, -0.02, -0.12, -0.16]
}

b | {
  "formula": "C4H14NO2S",
  "method": "wB97M-V/def2-TZVPD",
  "charge": -1,
  "homo_lumo_gap_ev": 6.86,
  "homo_ha": -0.1147,
  "lumo_energy_ev": 3.7,
  "elements": ["C", "C", "S", "C", "N", "C", "H", "H", "H", "H", "H", "H", "H", "H", "H", "H", "H", "H", "O", "H", "H", "O"],
  "positions_angstrom": [[-0.083, -1.494, 0.568], [-1.533, -0.721, 0.590], [-1.724, 0.722, 1.657], [1.063, -1.082, -0.455], [2.387, -0.752, 0.101], [2.685, 0.667, 0.005], [0.336, -1.490, 1.544], [-0.442, -2.506, 0.372], [-2.177, -1.516, 0.901], [-1.742, -0.446, -0.456], [1.235, -1.938, -1.221], [0.935, -0.220, -1.192], [2.757, -1.298, 0.902], [3.792, 0.830, -0.032], [2.296, 1.500, 0.767], [2.220, 1.155, -0.859], [-4.040, 0.395, 0.089], [-2.994, 0.621, -0.929], [-3.944, 0.437, -0.868], [-0.542, 1.589, -0.274], [-0.336, 3.207, -0.407], [-0.150, 2.339, -0.803]],
  "lowdin_charge": [-0.21, -0.76, 0.22, -0.24, -0.16, -0.20, 0.06, 0.07, 0.02, 0.02, 0.10, 0.10, 0.11, 0.06, 0.10, 0.04, -0.01, -0.02, -0.12, -0.06, 0.03, -0.15]
}

Which is the most stable structure? a is the most stable.